w | A 2-piece molecular cluster, C4H11NO3 overall. Source: the Open Molecules 2025 dataset; level of theory: the ωB97M-V functional and the def2-TZVPD basis.

Properties
gap between HOMO and LUMO: 9.66 eV
lowest unoccupied orbital energy: 0.7 eV
SMILES string: CN[C@@H](C=O)CO.O
spin multiplicity: 1

Last column: Mulliken charge in e.
Geometry (Å):
1 C -1.91 1.12 -1.42  -0.780
2 N -0.66 0.33 -1.53  -0.419
3 C 0.09 0.27 -0.25  0.458
4 C 0.76 1.57 0.06  -0.542
5 O 1.43 1.47 1.39  -0.543
6 C 1.21 -0.85 -0.23  -0.475
7 O 1.17 -1.85 0.43  -0.446
8 H -1.91 1.82 -0.55  0.270
9 H -2.19 1.67 -2.36  0.307
10 H -2.73 0.44 -1.38  0.286
11 H -0.01 0.62 -2.26  0.274
12 H -0.82 0.12 0.50  0.329
13 H 0.03 2.31 0.46  0.216
14 H 1.41 2.10 -0.65  0.384
15 H 2.38 1.57 1.33  0.300
16 H 2.11 -0.62 -0.74  0.396
17 H -1.75 -2.72 0.61  0.306
18 H -0.86 -2.37 1.85  0.307
19 O -1.63 -2.08 1.32  -0.630


x | A 2-piece molecular cluster, C4H11NO3 overall. Source: the Open Molecules 2025 dataset; level of theory: the ωB97M-V functional and the def2-TZVPD basis.

Properties
gap between HOMO and LUMO: 10.67 eV
lowest unoccupied orbital energy: 0.7 eV
SMILES string: C[C@@H](CO)NC=O.O
spin multiplicity: 1

Last column: Mulliken charge in e.
Geometry (Å):
1 C -0.17 1.38 -1.31  -0.140
2 N -0.19 1.59 0.02  -0.187
3 C -1.31 -0.17 1.34  -1.248
4 C 0.02 0.57 1.05  0.275
5 C 1.14 -0.43 0.64  -0.568
6 O 2.10 -0.39 1.74  -0.555
7 O -0.06 0.30 -1.87  -0.580
8 H -0.11 2.31 -1.88  0.380
9 H -0.49 2.49 0.33  0.237
10 H -1.83 0.27 2.15  0.350
11 H -1.11 -1.22 1.57  0.316
12 H -1.94 -0.23 0.45  0.325
13 H 0.36 1.02 1.97  0.423
14 H 0.73 -1.43 0.66  0.149
15 H 1.66 -0.13 -0.26  0.472
16 H 2.98 -0.51 1.38  0.313
17 H -2.04 -1.99 -1.88  0.291
18 H -0.58 -1.57 -1.81  0.370
19 O -1.23 -2.17 -1.40  -0.623


How do the energies compare? Relative to the most stable structure, in kJ/mol: w 182.7; x 0.0.


w | A 2-piece molecular cluster, C4H11NO3 overall. Source: the Open Molecules 2025 dataset; level of theory: the ωB97M-V functional and the def2-TZVPD basis.

Properties
gap between HOMO and LUMO: 7.05 eV
lowest unoccupied orbital energy: -2.8 eV
spin multiplicity: 1

Last column: Mulliken charge in e.
Geometry (Å):
1 C 1.35 1.59 -0.64  -0.515
2 C 0.98 0.58 0.17  -0.202
3 C -1.63 0.30 -0.08  -0.734
4 C -0.09 -1.55 0.08  -0.541
5 H 1.43 0.62 -2.25  0.314
6 H 0.52 2.20 -0.79  0.350
7 H 2.04 2.12 0.17  0.282
8 H 0.91 1.04 1.23  0.209
9 H 1.64 -0.35 -0.03  0.199
10 H -2.08 1.33 -0.33  0.242
11 H -2.15 -0.63 -0.36  0.494
12 H -2.13 -0.66 1.54  0.381
13 H 0.98 -1.81 -0.18  0.443
14 H -0.79 -2.29 -0.63  0.249
15 H 1.13 -2.92 1.49  0.317
16 N -0.25 -0.20 -0.34  0.106
17 O 2.07 1.19 -1.93  -0.507
18 O -2.14 0.35 1.24  -0.502
19 O -0.36 -1.88 1.36  -0.587


x | A 2-piece molecular cluster, C4H11NO3 overall. Source: the Open Molecules 2025 dataset; level of theory: the ωB97M-V functional and the def2-TZVPD basis.

Properties
gap between HOMO and LUMO: 10.07 eV
lowest unoccupied orbital energy: 0.6 eV
SMILES string: CC(=O)[C@H](N)O.CO
spin multiplicity: 1

Last column: Mulliken charge in e.
Geometry (Å):
1 C -0.81 -0.36 1.41  -0.007
2 N -1.89 -0.12 0.47  -0.600
3 O 0.10 0.71 1.34  -0.556
4 H -0.41 1.52 1.49  0.331
5 H -2.58 -0.86 0.54  0.281
6 H -1.53 -0.10 -0.48  0.270
7 H -1.25 -0.43 2.41  0.407
8 H 0.48 0.88 -0.54  0.306
9 C 0.54 1.98 -2.15  -0.654
10 C 1.26 -1.63 0.52  -1.071
11 C -0.11 -1.70 1.11  0.584
12 O 0.38 0.75 -1.50  -0.464
13 O -0.71 -2.73 1.31  -0.570
14 H 0.44 1.79 -3.22  0.218
15 H 1.53 2.41 -1.96  0.273
16 H -0.23 2.70 -1.85  0.269
17 H 1.19 -1.23 -0.49  0.293
18 H 1.88 -0.95 1.10  0.335
19 H 1.70 -2.62 0.48  0.355


y | A 4-piece molecular cluster, C4H11NO3 overall. Source: the Open Molecules 2025 dataset; level of theory: the ωB97M-V functional and the def2-TZVPD basis.

Properties
gap between HOMO and LUMO: 9.38 eV
lowest unoccupied orbital energy: 0.8 eV
SMILES string: c1cc[nH]c1.O.O.O
spin multiplicity: 1

Last column: Mulliken charge in e.
Geometry (Å):
1 C -0.76 0.72 -0.02  -0.482
2 C -1.51 0.54 -1.15  -0.559
3 N -2.59 -0.26 -0.87  -0.067
4 C -2.60 -0.62 0.46  -0.560
5 C -1.47 0.01 1.01  -0.504
6 H 0.21 1.25 0.19  0.624
7 H -1.32 0.94 -2.10  0.433
8 H -3.06 -0.84 -1.57  0.250
9 H -3.37 -1.23 0.85  0.407
10 H -1.11 0.04 1.98  0.525
11 H 3.84 -0.19 -0.48  0.344
12 H 2.67 -0.94 0.03  0.404
13 O 3.42 -0.38 0.36  -0.743
14 H 2.53 1.09 0.32  0.391
15 H 2.71 2.61 0.42  0.305
16 O 2.11 1.91 0.03  -0.690
17 H 0.26 -1.09 -0.07  0.380
18 H 1.04 -1.70 1.06  0.369
19 O 0.94 -1.79 0.06  -0.828


How do the energies compare? Relative to the most stable structure, in kJ/mol: w 828.6; x 13.3; y 0.0.


w | An isolated ion of composition C6H8NO2S and charge -1. Source: the Open Molecules 2025 dataset; level of theory: the ωB97M-V functional and the def2-TZVPD basis.

Properties
gap between HOMO and LUMO: 6.48 eV
net charge: -1
lowest unoccupied orbital energy: 3.3 eV
spin multiplicity: 1

Last column: Mulliken charge in e.
Geometry (Å):
1 C -1.43 0.09 -0.45  -0.720
2 C -3.04 -1.10 0.11  0.225
3 C -1.92 1.36 -0.24  0.728
4 C 0.93 -0.07 -1.21  -1.306
5 C 0.39 -0.39 1.19  -1.548
6 C -0.15 -0.61 -0.29  0.519
7 N -3.34 1.41 0.05  -0.293
8 O -3.17 -2.28 0.35  -0.544
9 O -1.42 2.48 -0.29  -0.762
10 S -4.33 0.02 -0.12  -0.128
11 H 0.81 0.94 -1.07  0.385
12 H 0.61 -0.29 -2.31  0.261
13 H 1.96 -0.26 -0.85  0.348
14 H 1.46 -0.69 1.15  0.401
15 H -0.26 -0.87 1.91  0.362
16 H 0.52 0.63 1.37  0.390
17 H -0.20 -1.67 -0.27  0.434
18 H -3.91 2.19 -0.28  0.247


x | An isolated ion of composition C6H8NO2S and charge -1. Source: the Open Molecules 2025 dataset; level of theory: the ωB97M-V functional and the def2-TZVPD basis.

Properties
gap between HOMO and LUMO: 6.93 eV
net charge: -1
lowest unoccupied orbital energy: 3.3 eV
SMILES string: CC[C@@]1(C(=O)[O-])C=CSN1
spin multiplicity: 1

Last column: Mulliken charge in e.
Geometry (Å):
1 C -0.25 0.63 1.28  -1.205
2 C 0.70 1.56 1.29  -0.109
3 C -1.81 0.81 -0.79  0.408
4 C -0.45 0.16 -0.06  1.351
5 C 1.08 -1.79 0.03  -1.166
6 C -0.34 -1.32 -0.21  -1.029
7 N 0.81 0.73 -1.07  -0.641
8 O -1.56 1.39 -1.82  -0.723
9 O -2.80 0.60 -0.13  -0.707
10 S 1.78 1.65 -0.10  -0.181
11 H -0.83 0.59 2.18  0.316
12 H 0.87 2.29 2.11  0.359
13 H 1.47 -1.33 -0.98  0.275
14 H 1.14 -2.83 0.00  0.404
15 H 1.52 -1.30 0.88  0.269
16 H -1.06 -1.80 0.40  0.449
17 H -0.44 -1.34 -1.26  0.452
18 H 0.17 1.30 -1.75  0.477


How do the energies compare? Relative to the most stable structure, in kJ/mol: w 108.6; x 0.0.


w | A 2-piece molecular cluster, C3H11NO2S overall. Source: the Open Molecules 2025 dataset; level of theory: the ωB97M-V functional and the def2-TZVPD basis.

Properties
gap between HOMO and LUMO: 9.84 eV
lowest unoccupied orbital energy: 0.6 eV
SMILES string: OCNCCS.O
spin multiplicity: 1

Last column: Mulliken charge in e.
Geometry (Å):
1 C -0.17 -0.37 -0.37  -0.251
2 C 1.02 -0.16 -1.29  -0.672
3 S 2.57 0.09 -0.33  -0.213
4 N -1.41 -0.04 -1.03  -0.285
5 C -2.67 -0.55 -0.60  -0.250
6 O -3.51 0.41 0.05  -0.544
7 H 0.00 0.19 0.56  0.175
8 H -0.21 -1.42 -0.05  0.222
9 H 1.23 -1.03 -1.88  0.349
10 H 0.84 0.69 -1.94  0.327
11 H 3.10 -1.09 -0.66  0.127
12 H -1.47 0.72 -1.67  0.202
13 H -2.50 -1.34 0.14  0.223
14 H -3.26 -0.96 -1.42  0.256
15 H -3.05 1.26 0.00  0.315
16 H 0.41 0.18 3.41  0.321
17 H 1.41 0.81 2.41  0.339
18 O 1.31 0.51 3.33  -0.639


x | A 3-piece molecular cluster, C3H11NO2S overall. Source: the Open Molecules 2025 dataset; level of theory: the ωB97M-V functional and the def2-TZVPD basis.

Properties
gap between HOMO and LUMO: 5.32 eV
lowest unoccupied orbital energy: -3.7 eV
spin multiplicity: 1

Last column: Mulliken charge in e.
Geometry (Å):
1 C 1.28 0.81 -1.00  -0.483
2 O 2.60 0.96 -0.44  -0.489
3 C 0.23 0.85 0.13  0.428
4 C -1.30 0.69 -0.35  -0.907
5 S -1.62 -0.59 -1.55  -0.191
6 N 0.40 2.06 0.77  -0.700
7 H 1.01 1.56 -1.77  0.310
8 H 1.22 -0.16 -1.50  0.270
9 H 2.36 1.56 0.27  0.348
10 H 0.50 0.14 0.91  0.407
11 H -1.64 1.64 -0.76  0.432
12 H -1.82 0.50 0.59  0.324
13 H -2.20 -2.88 1.77  0.210
14 H 0.36 2.01 1.79  0.294
15 H -2.00 -2.25 1.40  -0.214
16 H -0.47 -1.98 -0.33  0.216
17 H 0.75 -2.86 -0.16  0.268
18 O 0.34 -2.07 0.21  -0.522


y | A 2-piece molecular cluster, C3H11NO2S overall. Source: the Open Molecules 2025 dataset; level of theory: the ωB97M-V functional and the def2-TZVPD basis.

Properties
gap between HOMO and LUMO: 9.33 eV
lowest unoccupied orbital energy: 0.6 eV
SMILES string: N[C@H](CO)CS.O
spin multiplicity: 1

Last column: Mulliken charge in e.
Geometry (Å):
1 C -1.41 -0.41 0.43  -0.850
2 O -2.43 -0.21 1.44  -0.507
3 C 0.04 -0.26 1.20  0.320
4 C 1.08 -0.51 0.18  -0.560
5 S 2.66 -0.09 0.97  -0.262
6 N 0.03 -1.43 2.17  -0.643
7 H -1.69 -1.50 0.18  0.378
8 H -1.44 0.18 -0.54  0.350
9 H -3.30 -0.23 1.07  0.301
10 H -0.19 0.67 1.72  0.259
11 H 1.09 0.29 -0.62  0.305
12 H 1.19 -1.55 -0.19  0.324
13 H 2.24 -0.92 1.96  0.156
14 H 0.16 -1.34 3.23  0.216
15 H -0.84 -1.81 2.05  0.214
16 H 0.47 3.56 -5.49  0.329
17 H 1.17 2.29 -4.94  0.325
18 O 1.17 3.28 -4.81  -0.654


z | A 3-piece molecular cluster, C3H11NO2S overall. Source: the Open Molecules 2025 dataset; level of theory: the ωB97M-V functional and the def2-TZVPD basis.

Properties
gap between HOMO and LUMO: 4.40 eV
lowest unoccupied orbital energy: -4.5 eV
spin multiplicity: 1

Last column: Mulliken charge in e.
Geometry (Å):
1 C 0.64 0.48 0.17  -0.303
2 O 1.65 0.45 -0.71  -0.544
3 C 0.12 -0.96 0.32  -0.115
4 C -0.85 -1.28 -0.85  -0.668
5 S -2.44 -0.47 -0.80  -0.182
6 N 1.26 -1.89 0.24  -0.727
7 H -0.16 1.17 -0.13  0.350
8 H 0.89 0.88 1.17  0.376
9 H 1.90 -1.30 -0.31  0.353
10 H -0.46 -1.07 1.24  0.605
11 H -0.24 -0.94 -1.77  0.324
12 H -1.09 -2.36 -0.82  0.344
13 H 1.49 3.06 -1.60  -0.096
14 H 1.58 -1.97 1.20  0.289
15 H 2.11 2.96 -1.99  0.087
16 H -2.17 0.57 0.94  0.194
17 H -2.42 1.71 1.91  0.287
18 O -1.80 0.98 1.79  -0.573


How do the energies compare? Relative to the most stable structure, in kJ/mol: w 0.0; x 501.5; y 114.3; z 578.0.